Record 1
Here is a 8-piece molecular cluster, C44H108F6N6O15P2S6 overall at a distorted geometry from the OMol25 dataset. Energies are from wB97M-V/def2-TZVPD.

## Properties
* total charge: +2
* orbital gap: 7.13 eV
* energy above the lowest of the compared OMol25 structures with the same formula, charge and spin: 0.0 kJ/mol
* 2S+1: 1
* LUMO level: -4.9 eV

Structure (XYZ):
```
187
C44H108F6N6O15P2S6 (wB97M-V/def2-TZVPD)
C -19.224 13.364 -10.964
C -18.330 12.212 -11.327
C -18.055 12.036 -12.777
O -17.095 11.024 -12.875
C -16.864 10.587 -14.180
N -17.017 12.444 -10.681
H -17.017 12.467 -9.648
H -16.207 11.913 -11.006
H -16.802 13.459 -10.882
H -19.037 14.272 -11.552
H -19.458 13.549 -9.915
H -20.255 13.204 -11.340
H -18.783 11.331 -10.869
H -17.626 12.990 -13.126
H -18.945 11.846 -13.381
H -16.656 9.513 -14.191
H -16.025 11.068 -14.686
H -17.751 10.672 -14.820
C -21.942 9.502 -9.578
C -23.407 9.739 -9.989
C -23.541 11.131 -10.564
O -24.923 11.376 -10.664
C -25.289 12.564 -11.352
N -23.741 8.742 -11.086
H -24.727 8.830 -11.384
H -23.230 8.896 -11.963
H -23.637 7.801 -10.698
H -21.780 8.433 -9.392
H -21.719 10.122 -8.719
H -21.310 9.640 -10.462
H -24.064 9.501 -9.159
H -23.002 11.228 -11.518
H -23.123 11.838 -9.833
H -24.613 12.722 -12.198
H -25.252 13.426 -10.682
H -26.303 12.454 -11.722
C -14.573 8.483 -7.342
C -14.442 9.784 -6.578
C -13.167 9.863 -5.740
O -13.406 9.035 -4.627
C -12.299 9.051 -3.751
N -14.421 10.939 -7.547
H -14.232 10.700 -8.528
H -15.367 11.389 -7.680
H -13.757 11.706 -7.297
H -14.545 7.632 -6.671
H -13.753 8.368 -8.056
H -15.486 8.535 -7.947
H -15.267 10.089 -5.935
H -13.044 10.920 -5.440
H -12.209 9.623 -6.219
H -11.467 8.505 -4.205
H -12.581 8.565 -2.824
H -11.991 10.074 -3.519
C -21.559 15.447 -8.475
C -20.676 16.560 -7.914
C -21.337 17.927 -8.006
C -22.290 18.245 -6.868
P -21.694 19.268 -5.500
C -20.205 18.594 -4.698
C -18.860 18.767 -5.422
C -17.958 17.583 -5.152
C -16.587 17.671 -5.821
C -22.911 19.366 -4.176
C -24.266 19.943 -4.489
C -25.267 19.925 -3.359
C -24.732 20.512 -2.061
C -21.177 20.903 -6.036
C -22.217 21.933 -6.443
C -21.714 22.978 -7.425
C -22.810 23.904 -7.958
H -22.571 15.550 -8.069
H -21.193 14.429 -8.327
H -21.603 15.548 -9.565
H -19.753 16.548 -8.513
H -20.182 16.308 -6.969
H -21.847 18.046 -8.962
H -20.489 18.614 -8.095
H -22.765 17.417 -6.327
H -23.132 18.855 -7.229
H -20.402 17.513 -4.696
H -20.237 18.969 -3.675
H -18.426 19.728 -5.140
H -19.008 18.857 -6.505
H -18.438 16.686 -5.553
H -17.861 17.499 -4.065
H -16.057 16.742 -5.618
H -15.923 18.467 -5.489
H -16.710 17.733 -6.904
H -22.373 19.845 -3.347
H -23.007 18.352 -3.755
H -24.686 19.437 -5.368
H -24.214 20.965 -4.869
H -25.647 18.919 -3.164
H -26.089 20.530 -3.743
H -25.536 20.742 -1.370
H -24.235 21.462 -2.302
H -23.946 19.915 -1.598
H -20.472 20.724 -6.866
H -20.447 21.293 -5.314
H -22.717 22.393 -5.584
H -23.048 21.394 -6.926
H -21.432 22.414 -8.325
H -20.846 23.539 -7.083
H -23.313 24.530 -7.217
H -23.606 23.344 -8.455
H -22.349 24.568 -8.688
C -21.043 11.136 1.092
C -21.489 11.530 -0.311
C -20.389 11.242 -1.332
C -19.881 9.790 -1.262
P -19.029 9.126 -2.707
C -17.923 10.480 -3.123
C -16.948 10.803 -1.975
C -15.855 11.785 -2.398
C -14.555 11.615 -1.656
C -18.073 7.674 -2.250
C -17.405 7.037 -3.479
C -16.234 6.151 -3.016
C -15.645 5.331 -4.184
C -20.232 8.712 -3.987
C -21.052 9.849 -4.536
C -21.852 9.426 -5.768
C -22.920 10.456 -6.069
H -20.079 11.548 1.413
H -20.834 10.057 1.131
H -21.747 11.302 1.905
H -21.753 12.581 -0.204
H -22.349 10.918 -0.597
H -19.621 11.996 -1.137
H -20.774 11.461 -2.331
H -20.690 9.130 -0.921
H -19.179 9.772 -0.419
H -18.543 11.322 -3.433
H -17.384 10.087 -3.996
H -16.462 9.866 -1.680
H -17.575 11.241 -1.198
H -16.277 12.781 -2.230
H -15.678 11.677 -3.465
H -13.774 12.342 -1.847
H -14.102 10.620 -1.803
H -14.656 11.557 -0.560
H -18.687 6.944 -1.714
H -17.323 7.958 -1.506
H -16.895 7.746 -4.145
H -18.088 6.418 -4.058
H -16.644 5.427 -2.304
H -15.438 6.732 -2.559
H -15.356 4.336 -3.860
H -14.833 5.877 -4.662
H -16.420 5.194 -4.945
H -20.817 7.938 -3.478
H -19.660 8.197 -4.767
H -20.625 10.805 -4.848
H -21.807 10.163 -3.805
H -22.353 8.449 -5.740
H -21.145 9.259 -6.589
H -23.596 10.140 -6.875
H -22.559 11.442 -6.384
H -23.603 10.690 -5.248
N -17.164 11.930 -7.676
S -17.617 13.196 -6.804
O -17.825 12.855 -5.424
O -18.459 14.139 -7.446
F -16.222 13.899 -6.648
S -18.470 10.917 -7.344
O -19.755 11.486 -7.448
O -18.260 9.860 -6.435
F -18.294 10.164 -8.742
N -12.516 13.118 -7.181
S -10.922 13.213 -7.232
O -10.231 12.214 -6.507
O -10.393 14.521 -7.284
F -10.696 12.812 -8.772
S -12.865 14.213 -6.011
O -13.424 15.430 -6.441
O -11.966 14.256 -4.931
F -14.103 13.360 -5.459
N -16.099 15.205 -11.255
S -16.724 16.274 -10.157
O -18.143 16.381 -10.217
O -15.929 17.408 -9.963
F -16.564 15.409 -8.832
S -16.512 15.910 -12.647
O -15.682 16.979 -13.081
O -17.894 15.787 -12.984
F -15.915 14.694 -13.584
```



Record 2
Here is a 12-piece molecular cluster, C44H112F6N10O29S2 overall at a distorted geometry from the OMol25 dataset. Energies are from wB97M-V/def2-TZVPD.

## Properties
* total charge: +2
* orbital gap: 7.49 eV
* 2S+1: 1
* LUMO level: -4.1 eV

Structure (XYZ):
```
203
C44H112F6N10O29S2 (wB97M-V/def2-TZVPD)
C 4.549 -3.535 -8.653
O 4.518 -3.621 -7.207
C 4.709 -2.343 -6.618
C 4.372 -2.473 -5.145
N 3.016 -3.060 -4.953
H 2.376 -2.279 -5.162
H 2.898 -3.811 -5.649
C 2.780 -3.621 -3.585
C 1.381 -4.109 -3.620
O 0.650 -2.891 -3.577
C -0.728 -3.025 -3.813
H 5.463 -3.034 -9.041
H 3.679 -3.036 -9.077
H 4.520 -4.566 -8.980
H 4.075 -1.661 -7.213
H 5.734 -1.959 -6.713
H 4.372 -1.469 -4.699
H 5.075 -3.167 -4.641
H 2.993 -2.901 -2.798
H 3.532 -4.399 -3.456
H 1.116 -4.669 -2.715
H 1.078 -4.742 -4.480
H -1.213 -2.060 -3.604
H -1.147 -3.780 -3.148
H -0.957 -3.347 -4.858
C -2.158 1.927 2.742
O -2.508 3.317 2.648
C -3.878 3.499 3.140
C -3.906 4.957 3.646
N -3.199 5.812 2.659
H -2.282 5.375 2.505
H -3.739 5.786 1.790
C -2.920 7.270 3.028
C -2.201 7.383 4.322
O -3.106 7.243 5.343
C -2.580 7.366 6.652
H -2.160 1.575 3.738
H -1.178 1.824 2.284
H -2.810 1.334 2.116
H -4.198 2.754 3.921
H -4.577 3.350 2.286
H -3.466 5.043 4.627
H -4.920 5.358 3.667
H -3.892 7.763 2.991
H -2.348 7.645 2.222
H -1.657 8.347 4.292
H -1.367 6.651 4.321
H -1.901 6.557 6.924
H -3.470 7.423 7.285
H -2.002 8.266 6.768
C 1.378 0.484 -4.562
O 0.656 1.544 -4.021
C -0.600 1.341 -3.535
C -0.864 2.367 -2.480
N 0.161 2.108 -1.404
H 0.143 1.004 -1.116
H 1.043 2.314 -1.849
C 0.097 3.045 -0.173
C 0.864 4.419 -0.403
O 2.230 3.966 -0.543
C 2.959 5.088 -1.063
H 0.700 -0.290 -4.970
H 1.908 0.014 -3.725
H 2.061 0.916 -5.303
H -0.735 0.421 -2.977
H -1.390 1.311 -4.289
H -1.837 2.201 -2.034
H -0.652 3.368 -2.896
H 0.572 2.483 0.652
H -0.977 3.078 -0.034
H 0.678 4.988 0.485
H 0.609 5.013 -1.302
H 3.914 4.702 -1.389
H 3.145 5.860 -0.312
H 2.431 5.541 -1.903
C 5.241 1.657 0.667
O 5.459 1.819 2.075
C 4.869 3.050 2.462
C 5.006 3.121 3.943
N 6.462 2.704 4.337
H 7.029 2.828 3.453
H 6.824 3.377 5.014
C 6.764 1.271 4.845
C 5.864 0.890 6.003
O 4.560 0.771 5.536
C 3.696 0.011 6.335
H 4.188 1.738 0.411
H 5.568 0.686 0.337
H 5.854 2.469 0.260
H 3.760 3.057 2.279
H 5.305 3.974 1.999
H 4.368 2.498 4.566
H 4.924 4.178 4.293
H 7.868 1.148 4.991
H 6.558 0.617 4.017
H 5.828 1.642 6.788
H 6.256 0.003 6.486
H 3.477 0.493 7.276
H 4.114 -0.998 6.484
H 2.768 -0.078 5.805
C -1.990 -5.858 2.180
O -2.905 -4.795 2.008
C -2.831 -4.129 0.753
C -3.905 -3.120 0.692
N -3.645 -2.082 1.775
H -2.613 -1.907 1.941
H -4.040 -1.123 1.508
C -4.225 -2.422 3.138
C -3.309 -2.088 4.289
O -3.144 -0.631 4.268
C -2.676 -0.220 5.519
H -2.240 -6.299 3.135
H -0.994 -5.443 2.212
H -2.095 -6.586 1.393
H -2.909 -4.830 -0.101
H -1.891 -3.602 0.581
H -4.936 -3.472 0.858
H -3.858 -2.567 -0.250
H -4.592 -3.428 2.962
H -5.151 -1.823 3.240
H -2.363 -2.600 4.186
H -3.808 -2.382 5.211
H -3.362 -0.415 6.341
H -2.469 0.852 5.595
H -1.747 -0.719 5.822
C -4.846 -0.839 -8.012
O -5.350 -0.326 -6.810
C -6.520 -0.910 -6.292
C -6.669 -0.366 -4.895
N -5.335 -0.518 -4.182
H -5.195 -1.522 -3.852
H -4.640 -0.227 -4.884
C -5.220 0.338 -2.997
C -4.961 1.786 -3.357
O -3.884 1.772 -4.271
C -3.698 3.136 -4.679
H -4.024 -0.175 -8.308
H -5.591 -0.836 -8.818
H -4.471 -1.846 -7.839
H -6.375 -1.999 -6.282
H -7.439 -0.777 -6.910
H -7.288 -1.104 -4.371
H -7.083 0.653 -4.973
H -4.349 -0.032 -2.434
H -6.114 0.164 -2.363
H -4.706 2.427 -2.489
H -5.829 2.315 -3.830
H -2.761 3.206 -5.236
H -3.773 3.779 -3.814
H -4.525 3.445 -5.348
C 1.663 -6.676 -0.668
O 2.460 -5.490 -0.551
C 1.804 -4.519 0.218
C 2.619 -3.261 0.091
N 2.272 -2.426 1.302
H 1.257 -2.305 1.512
H 2.470 -3.028 2.100
C 3.112 -1.200 1.431
C 2.702 -0.409 2.691
O 2.001 0.754 2.304
C 1.321 1.218 3.503
H 1.440 -7.204 0.292
H 2.189 -7.354 -1.321
H 0.676 -6.400 -1.147
H 1.847 -4.829 1.286
H 0.738 -4.485 -0.017
H 2.298 -2.622 -0.749
H 3.688 -3.407 0.114
H 2.826 -0.586 0.540
H 4.168 -1.464 1.442
H 3.485 -0.037 3.357
H 1.981 -0.956 3.308
H 1.965 1.253 4.428
H 0.480 0.554 3.718
H 0.876 2.174 3.201
N -4.595 -3.578 -2.781
O -4.859 -4.683 -2.297
O -5.588 -2.837 -3.195
O -3.416 -3.088 -2.791
N -4.990 1.233 0.679
O -5.903 2.073 0.385
O -5.148 0.403 1.587
O -3.912 1.278 0.115
N -0.848 -0.849 -0.404
O -1.869 -0.126 -0.342
O -0.802 -1.932 0.166
O 0.199 -0.433 -1.025
C 0.838 -2.662 5.868
F 2.078 -2.732 6.434
F -0.033 -3.303 6.683
F 0.405 -1.408 5.602
S 0.931 -3.538 4.280
O 0.221 -4.750 4.518
O 0.256 -2.622 3.257
O 2.355 -3.675 3.959
C 5.859 0.056 -2.565
F 7.129 -0.196 -2.365
F 5.507 1.300 -2.288
F 5.659 -0.167 -3.904
S 4.889 -1.170 -1.669
O 3.521 -0.784 -1.855
O 5.201 -2.448 -2.179
O 5.395 -0.993 -0.296
```



Question: Which of these has the lowest LUMO level?
Answer: C44H108F6N6O15P2S6